(1)
Entry from the Open Molecules 2025 dataset: C31H49BrN2OOsP2 as an isolated structure at a distorted geometry (ωB97M-V/def2-TZVPD).

```
87
Properties=species:S:1:pos:R:3
C -0.4447 7.0735 -5.9578
C -0.6237 5.7057 -6.2554
C -0.9289 5.3503 -7.5864
C -1.1279 6.3658 -8.5340
N -0.9957 7.6555 -8.2241
C -0.6639 8.0130 -6.9838
C -0.5618 4.6568 -5.2542
C -0.7737 3.5983 -4.6725
C -0.8874 2.5311 -3.7634
C 0.1525 2.5409 -2.8484
C -0.0775 1.8086 -1.6742
C -1.1571 0.8464 -1.7074
C -2.2019 0.8493 -2.5802
C -2.0156 1.6913 -3.6894
Os 0.1757 0.3912 -0.4669
P 2.1415 -0.5959 -1.1093
H -1.0479 4.3064 -7.8780
H -0.1712 7.4251 -4.9633
H -1.4053 6.1084 -9.5567
H -0.5716 9.0825 -6.7814
H -2.7428 1.7304 -4.4936
H 1.0344 3.1786 -2.9467
H -3.0761 0.2160 -2.3971
H 0.3779 2.2288 -0.6940
C 2.3359 -2.1646 -0.1567
C 3.1753 -3.2713 -0.7889
H 1.3084 -2.5241 0.0202
H 2.7457 -1.8667 0.8210
H 3.3170 -4.0683 -0.0473
H 2.6728 -3.7237 -1.6532
H 4.1725 -2.9316 -1.0938
C 2.0555 -0.9598 -2.9084
C 3.0122 -0.1714 -3.8060
H 1.0158 -0.7463 -3.2001
H 2.1991 -2.0441 -3.0251
H 2.7923 -0.4120 -4.8564
H 2.8835 0.9146 -3.6855
H 4.0654 -0.4273 -3.6141
C 3.6354 0.4066 -0.7595
C 4.9662 -0.3381 -0.6935
H 3.4299 0.9030 0.2005
H 3.6678 1.1961 -1.5224
H 5.7635 0.3888 -0.4994
H 4.9892 -1.0710 0.1207
H 5.2145 -0.8488 -1.6326
Br -1.1222 -1.8429 -0.5776
P -2.5004 -3.1764 -4.0149
C -0.7048 -3.3074 -3.6636
C -0.1976 -4.7061 -4.0265
H -0.5651 -3.0980 -2.5899
H -0.1689 -2.5311 -4.2267
H 0.8816 -4.6838 -4.2122
H -0.3731 -5.4132 -3.2078
H -0.6976 -5.0883 -4.9269
C -3.4629 -3.1589 -2.4573
C -4.9084 -3.6561 -2.6015
H -3.4259 -2.1442 -2.0438
H -2.9204 -3.8080 -1.7590
H -5.3568 -3.7768 -1.6082
H -5.5325 -2.9502 -3.1622
H -4.9405 -4.6308 -3.1047
C -2.7089 -1.5052 -4.7223
C -2.9420 -1.5726 -6.2359
H -1.8165 -0.9181 -4.4814
H -3.5633 -1.0346 -4.2137
H -3.2444 -0.5896 -6.6104
H -2.0282 -1.8650 -6.7616
H -3.7374 -2.2896 -6.4771
O -1.4286 1.0571 0.6898
C -1.3782 1.0948 1.9624
C -0.0945 0.8722 2.6929
C 0.3476 2.1306 3.4498
C -0.4273 2.4154 4.7364
C -1.9196 2.7035 4.5582
C -2.7045 1.4994 4.0485
N -2.5239 1.3214 2.5997
H -0.2313 0.0261 3.3827
H 0.6543 0.5595 1.9299
H 1.4064 2.0169 3.7127
H 0.2759 3.0008 2.7792
H -0.3090 1.5748 5.4348
H 0.0254 3.2937 5.2168
H -2.3437 2.9882 5.5295
H -2.0706 3.5655 3.8905
H -2.3852 0.5829 4.5696
H -3.7773 1.6583 4.2160
H -3.3517 1.2874 2.0039
```

Calculated values
Frontier orbital gap (spin up / spin down) = 6.9 / 5.8 eV
HOMO energy (spin up / spin down) = -0.6910 / -0.7093 hartree
F_max = 6.947 eV Å⁻¹
Multiplicity = 5
Total charge = +4

---

(2)
Entry from the Open Molecules 2025 dataset: C31H49ClP2W as an isolated structure at a distorted geometry (ωB97M-V/def2-TZVPD).

```
84
Properties=species:S:1:pos:R:3
W -0.3858 1.4667 -2.3590
C 0.3214 1.1108 -0.2781
C 1.3700 1.6095 -1.1355
C -0.2742 3.2472 -1.0007
C -0.7166 2.1097 -0.2506
C 1.0150 2.9421 -1.5465
C 0.3417 -0.1696 0.5157
H 1.3347 -0.6447 0.4890
H -0.3850 -0.9291 0.1787
H 0.0765 0.0368 1.5622
C -2.0652 1.9548 0.3608
H -2.0238 1.7261 1.4329
H -2.5990 1.1486 -0.1523
H -2.6463 2.8673 0.2255
C -0.9471 4.5835 -1.0510
H -0.4972 5.3004 -0.3477
H -2.0206 4.5235 -0.8316
H -0.8532 5.0491 -2.0312
C 1.9340 3.9759 -2.1097
H 2.3086 4.6062 -1.2884
H 1.4402 4.6337 -2.8317
H 2.7999 3.5206 -2.5955
C 2.7169 1.0109 -1.3926
H 3.3166 1.2282 -0.4927
H 3.1776 1.4585 -2.2830
H 2.6545 -0.0680 -1.5788
C -0.8904 -3.3831 -1.1926
C 0.2076 -3.9904 -0.7062
C 1.4752 -4.4394 -1.3692
C 1.4593 -4.2960 -2.9035
C 1.8354 -2.9094 -3.3417
C 1.2774 -1.7338 -3.0526
C -0.0919 -1.3890 -2.5567
C -1.0580 -2.6042 -2.4886
H 1.6379 -5.4916 -1.0854
H 0.4916 -4.6497 -3.2868
H 2.3505 -3.9020 -0.9543
H -1.0417 -3.2606 -3.3815
H -1.7690 -3.3291 -0.5242
H 0.1633 -4.2495 0.3619
H -2.0704 -2.1752 -2.3966
H 0.0232 -1.0963 -1.5055
H 1.8596 -0.8195 -3.2715
H -0.5208 -0.4177 -3.1075
H 2.1995 -4.9819 -3.3400
H 2.7601 -2.8418 -3.9347
P -0.7007 -1.3401 -5.2578
P -0.0987 2.2743 -4.4839
C -0.2417 0.0543 -6.3444
C -0.9203 1.3386 -5.8991
H -0.5719 -0.2596 -7.3415
H 0.8584 0.0908 -6.3375
H -0.9961 2.0428 -6.7395
H -1.9407 1.1329 -5.5559
C -1.0826 3.7855 -4.7524
H -0.7461 4.6120 -4.1272
H -2.1416 3.5654 -4.5386
H -0.9625 4.0553 -5.8102
C 1.5798 2.5346 -5.1254
H 1.5059 2.9355 -6.1427
H 2.1663 1.6077 -5.1537
H 2.1530 3.2499 -4.5299
C -2.3552 -1.8955 -5.7985
H -2.6703 -2.7530 -5.1888
H -2.3625 -2.1860 -6.8555
H -3.0769 -1.0893 -5.6430
C 0.3816 -2.5680 -6.1227
H 1.4039 -2.1646 -6.1799
H 0.0105 -2.7527 -7.1407
H 0.4317 -3.5096 -5.5595
Cl -2.7581 -1.3211 4.2048
C -3.4488 -2.8712 4.0931
C -3.8774 -3.5176 5.2403
C -4.3821 -4.8300 5.1726
C -4.4090 -5.5063 3.9435
C -3.9934 -4.8767 2.7794
C -3.5985 -3.4862 2.7914
C -3.3770 -2.7902 1.6199
H -3.7994 -3.0014 6.1934
H -4.7595 -5.3059 6.0826
H -4.7353 -6.5527 3.9041
H -3.9796 -5.4109 1.8252
H -3.7872 -3.1724 0.6914
H -2.8582 -1.8380 1.6276
```

Calculated values
Frontier orbital gap (spin up / spin down) = 3.4 / 3.0 eV
HOMO energy (spin up / spin down) = -0.4358 / -0.4219 hartree
F_max = 3.143 eV Å⁻¹
Multiplicity = 3
Total charge = +2

---

(3)
Entry from the Open Molecules 2025 dataset: C31H49FKN13O3 as an isolated structure at a distorted geometry (ωB97M-V/def2-TZVPD).

```
98
Properties=species:S:1:pos:R:3
K 1.1765 -1.9385 0.2333
N 2.4724 -4.1476 -0.3522
C 1.9652 -5.2486 -1.1481
C 0.4752 -5.4593 -0.8980
N -0.3913 -4.3550 -1.2944
C -0.4693 -4.2498 -2.7511
C -1.4161 -3.1737 -3.2946
N -0.9546 -1.7953 -3.2337
C -1.7085 -4.4371 -0.6707
C -2.1003 -3.1259 0.0041
N -1.3146 -2.9562 1.2250
H 3.3905 -3.8438 -0.6456
H 2.5149 -4.3600 0.6387
H 2.4570 -6.2118 -0.9413
H 2.1506 -5.0281 -2.2005
H 0.3464 -5.6075 0.1772
H 0.1674 -6.3978 -1.3979
H -0.7802 -5.2255 -3.1759
H 0.5303 -4.0304 -3.1307
H -2.3845 -3.2344 -2.7921
H -1.6152 -3.4209 -4.3414
H -0.1296 -1.6959 -3.8163
H -0.5781 -1.5952 -2.3106
H -1.6957 -5.2157 0.0978
H -2.4773 -4.7402 -1.3944
H -3.1863 -3.1148 0.1807
H -1.8686 -2.2921 -0.6589
H -1.7190 -3.4709 1.9964
H -1.2489 -1.9812 1.4902
C 0.5850 5.5763 -2.5712
C 0.2693 4.2575 -3.2689
N 0.0489 3.1189 -2.3795
C 0.9938 2.1471 -2.2977
C 0.9079 1.0055 -1.5744
C 2.0286 -0.0175 -1.8426
O 3.1406 0.4445 -2.1121
O 1.6349 -1.2092 -1.8402
C -0.2549 0.7721 -0.7566
O -0.4642 -0.2136 -0.0388
C -1.2715 1.8458 -0.8332
C -2.4262 1.7198 -0.0652
C -3.3669 2.7104 -0.0664
F -4.4560 2.6143 0.7457
C -3.2153 3.8475 -0.8577
C -2.0942 3.9625 -1.6515
C -1.0896 2.9886 -1.6312
N -4.1331 4.9441 -0.8448
C -5.5521 4.7029 -0.6625
C -6.2915 5.9874 -1.1163
N -5.2866 6.8414 -1.8278
C -4.2648 7.3604 -0.8594
C -3.7120 6.1269 -0.1086
H 1.0452 6.2546 -3.2919
H 1.2692 5.4026 -1.7427
H -0.3019 6.0685 -2.1696
H 1.1159 3.9810 -3.8938
H -0.5941 4.3452 -3.9369
H 1.8981 2.3099 -2.8705
H -2.5371 0.8415 0.5572
H -1.9952 4.8401 -2.2745
H -5.8260 4.4861 0.3735
H -5.8465 3.8517 -1.2739
H -6.6632 6.5707 -0.2763
H -7.1143 5.7806 -1.7964
H -5.7136 7.5841 -2.3759
H -4.7636 6.1951 -2.4345
H -4.7614 8.0698 -0.2007
H -3.5012 7.8770 -1.4380
H -4.0841 6.1137 0.9237
H -2.6263 6.1648 -0.0702
N 1.1444 4.1252 0.3443
C 1.6852 3.2115 0.8293
N 2.2917 2.3055 1.5160
C 2.5362 1.0599 1.2924
N 2.7595 -0.0845 1.2951
C 5.9880 -2.1409 3.2470
C 5.5123 -2.5169 1.8564
N 4.0636 -2.6119 1.8010
C 3.3019 -2.9361 2.9133
N 2.0239 -2.9727 2.7517
C 1.1705 -3.1875 3.9021
C 1.8547 -2.8968 5.2284
C 3.1868 -3.6241 5.2387
N 3.9649 -3.1962 4.0938
C 5.4087 -3.1524 4.2152
H 5.6230 -1.1424 3.4988
H 7.0776 -2.1410 3.3063
H 5.9645 -3.4739 1.5675
H 5.8193 -1.7769 1.1181
H 3.6284 -1.8226 1.3224
H 0.8094 -4.2254 3.9008
H 0.2823 -2.5581 3.7937
H 1.2360 -3.2052 6.0736
H 2.0438 -1.8234 5.3132
H 3.0264 -4.7116 5.2292
H 3.7568 -3.3873 6.1398
H 5.8510 -4.1408 4.0205
H 5.6507 -2.8910 5.2483
```

Calculated values
Frontier orbital gap = 5.3 eV
HOMO energy = -0.2469 hartree
F_max = 2.218 eV Å⁻¹
Total charge = 0

---

(4)
Entry from the Open Molecules 2025 dataset: C31H49IrN4O4PS as an isolated structure at a distorted geometry (ωB97M-V/def2-TZVPD).

```
91
Properties=species:S:1:pos:R:3
Ir 1.0556 -2.1349 -0.1787
C 1.9849 -3.3270 3.9685
C 2.8883 -2.4273 3.1244
C 3.9807 -1.7741 3.9829
C 2.1258 -1.3512 2.4019
C 1.1021 -0.6461 2.9815
C 0.3762 0.3191 2.2768
C -0.7432 1.0072 3.0225
C -1.5532 0.0540 3.9050
C -0.1630 2.1452 3.8742
C 0.7198 0.6825 0.9536
C 1.8945 0.1133 0.3986
C 2.4901 -1.0013 1.0739
C 2.7682 0.6882 -0.7094
C 3.7091 1.7319 -0.0869
C 2.0950 1.2234 -1.9655
C -0.0536 1.8061 0.2898
C 0.4952 3.0675 0.5195
C -0.0699 4.2438 0.0539
C -1.2548 4.1931 -0.6536
C -1.8472 2.9613 -0.8693
C -1.2790 1.7582 -0.4320
P -2.3625 0.3416 -0.8436
C -4.4822 0.5391 0.1873
C -3.9761 0.4414 1.5853
C -4.8924 1.8912 -0.2924
C -5.2167 -0.6402 -0.3612
C -2.3483 0.0615 -2.6775
C -0.9248 0.0323 -3.2221
C -3.0257 -1.3004 -2.9153
C -3.1616 1.1403 -3.4034
H 2.5152 -4.2400 4.2358
H 1.0760 -3.6043 3.4328
H 1.6979 -2.8364 4.9004
H 3.3814 -3.0400 2.3633
H 3.5356 -1.1119 4.7275
H 4.6768 -1.1896 3.3795
H 4.5482 -2.5411 4.5091
H 0.8111 -0.8772 3.9962
H -1.4091 1.4512 2.2855
H -0.9982 -0.2375 4.7966
H -1.8359 -0.8580 3.3786
H -2.4571 0.5545 4.2536
H 0.5534 1.7513 4.5972
H -0.9607 2.6407 4.4280
H 0.3444 2.8932 3.2659
H 3.4822 -1.3094 0.7530
H 3.4026 -0.1438 -1.0195
H 3.1759 2.6357 0.1989
H 4.4652 2.0191 -0.8181
H 4.2205 1.3422 0.7944
H 1.5371 2.1417 -1.7877
H 1.4230 0.4817 -2.3943
H 2.8625 1.4486 -2.7077
H 1.4030 3.1240 1.1038
H 0.4108 5.1912 0.2577
H -1.7241 5.0954 -1.0206
H -2.7885 2.9396 -1.4000
H -3.3166 1.2651 1.8381
H -3.5201 -0.5232 1.7916
H -4.8539 0.5242 2.2411
H -4.2842 2.6924 0.1182
H -5.9115 2.0323 0.0960
H -4.9796 1.9587 -1.3727
H -4.6493 -1.5628 -0.2938
H -5.5908 -0.4686 -1.3680
H -6.0902 -0.7749 0.2915
H -0.3111 -0.7094 -2.7068
H -0.4505 1.0114 -3.1459
H -0.9638 -0.2456 -4.2772
H -2.4441 -2.1301 -2.5141
H -3.1049 -1.4535 -3.9929
H -4.0320 -1.3463 -2.5066
H -2.7174 2.1310 -3.3245
H -4.1987 1.1761 -3.0708
H -3.1810 0.8806 -4.4632
N 5.4038 -2.2354 -3.4381
C 4.4257 -2.2723 -4.3518
N 4.7427 -2.2813 -5.6432
N 3.1304 -2.2997 -4.0508
C 2.7034 -2.2369 -2.8410
N 2.2290 -2.2067 -1.7824
H 6.3746 -2.2499 -3.7000
H 5.1833 -2.2810 -2.4590
H 5.6929 -2.3201 -5.9676
H 3.9972 -2.3545 -6.3150
O -2.8352 -2.6270 0.4531
S -1.4753 -2.3631 0.1716
O -0.5019 -2.3785 1.2932
O -1.3373 -0.8140 -0.2806
O -0.8139 -3.0979 -0.9267
```

Calculated values
Frontier orbital gap (spin up / spin down) = 8.1 / 7.1 eV
HOMO energy (spin up / spin down) = -0.5109 / -0.5124 hartree
F_max = 2.698 eV Å⁻¹
Multiplicity = 2
Total charge = +2

---

(5)
Entry from the Open Molecules 2025 dataset: C31H49N2O2P2W as an isolated structure at a distorted geometry (ωB97M-V/def2-TZVPD).

```
87
Properties=species:S:1:pos:R:3
C 1.4851 -0.4094 -2.1853
C 0.3811 1.6156 -1.4883
C 1.8896 0.2041 -3.3784
C 0.5498 2.1184 -2.8079
C 1.3750 1.4659 -3.6979
H 2.5421 -0.3520 -4.0537
H 0.1555 3.1177 -2.9786
H 1.6598 1.9461 -4.6351
N 0.7509 0.2831 -1.2512
P 0.7757 -2.5610 -0.5280
P 0.2647 1.9021 1.2780
C 1.8654 -1.8547 -1.8439
H 1.8127 -2.4787 -2.7572
H 2.9139 -1.9261 -1.4899
C 1.0001 -0.8673 2.3469
O 1.4292 -1.0590 3.4439
C 0.0966 2.5199 -0.4078
H -0.8342 3.1256 -0.6026
C -1.0726 2.5028 2.5325
C 1.7940 2.9998 1.2969
C -0.6793 -3.3163 -1.5108
C 1.8954 -3.8463 0.2980
C -1.7930 1.2931 3.1473
H -1.1017 0.6126 3.6608
H -2.5081 1.6719 3.8961
H -2.3620 0.7242 2.4047
C -0.4403 3.3109 3.6791
H 0.3055 2.7226 4.2270
H 0.0117 4.2474 3.3305
H -1.2393 3.5749 4.3906
C -2.1207 3.3625 1.8230
H -2.8566 3.6939 2.5761
H -1.6974 4.2729 1.3856
H -2.6472 2.7993 1.0421
C 2.5092 2.8581 2.6403
H 2.4909 1.8152 3.0004
H 3.5584 3.1529 2.4873
H 2.0793 3.5139 3.4063
C 2.7448 2.5479 0.1767
H 3.1030 1.5202 0.3244
H 2.2895 2.6468 -0.8148
H 3.5998 3.2354 0.2004
C 1.3046 4.4454 0.9884
H 0.2912 4.5096 0.5558
H 1.3414 5.0792 1.8823
H 1.9734 4.8719 0.2273
C 1.1100 -4.5577 1.4105
H 1.7915 -5.2557 1.9224
H 0.7298 -3.8464 2.1584
H 0.2694 -5.1437 1.0188
C 3.1030 -3.1289 0.9289
H 3.7017 -2.5713 0.1995
H 2.8158 -2.4309 1.7219
H 3.7555 -3.8948 1.3784
C 2.4439 -4.8740 -0.7104
H 3.2602 -5.4249 -0.2160
H 1.6917 -5.6128 -1.0091
H 2.8628 -4.3972 -1.6082
C -1.3578 -2.2335 -2.3711
H -2.1188 -2.7169 -3.0063
H -1.8807 -1.4912 -1.7618
H -0.6529 -1.7129 -3.0315
C -1.7049 -3.8787 -0.5071
H -2.0310 -3.1165 0.2182
H -2.5931 -4.2259 -1.0628
H -1.3030 -4.7386 0.0474
C -0.2079 -4.4470 -2.4486
H 0.6468 -4.1492 -3.0715
H 0.0417 -5.3603 -1.8924
H -1.0393 -4.6978 -3.1288
W 0.1925 -0.4444 0.6258
N -1.7764 -0.3766 0.2212
C -2.6362 0.4129 -0.1271
C -3.5007 1.2046 -0.9161
C -4.6974 0.5184 -0.6139
C -3.4512 2.2716 -1.8811
C -5.8538 0.8557 -1.2578
H -4.6071 -0.2789 0.1237
C -4.6503 2.5904 -2.5271
H -2.5043 2.7701 -2.1111
C -5.8274 1.8870 -2.2111
H -6.7396 0.3022 -1.0151
H -4.6521 3.3763 -3.2866
H -6.7581 2.1403 -2.7231
O 4.1099 -0.3733 1.7822
H 5.1057 -0.1512 1.7692
H 4.0255 -0.4115 2.7521
```

Calculated values
Frontier orbital gap (spin up / spin down) = 5.5 / 6.4 eV
HOMO energy (spin up / spin down) = -0.6184 / -0.6440 hartree
F_max = 8.042 eV Å⁻¹
Multiplicity = 3
Total charge = +3

---

Results for calculated total energy: -4741.07686; -2419.82962; -2847.99122; -2574.00247; -2219.33159 (in a.u., following the order of the records).